Run one
{"formula": "C3H8S2", "method": "ωB97M-V/def2-TZVPD", "smiles": "C=CC.SS", "total_charge": 0, "elements": ["C", "C", "C", "H", "H", "H", "H", "H", "H", "S", "S", "H", "H"], "xyz": [[1.87825, -1.94455, -1.30657], [1.43560, -2.41938, -2.47340], [-0.05656, -2.42016, -2.78003], [2.90363, -1.96535, -0.96139], [1.12928, -1.75475, -0.54563], [2.13558, -2.84903, -3.18066], [-0.24569, -1.71494, -3.58864], [-0.54314, -2.02027, -1.89628], [-0.33170, -3.43827, -3.03156], [-1.60178, 1.73862, 2.13020], [0.14592, 1.36921, 0.92723], [-1.18128, 0.98644, 3.16907], [0.13682, 2.61810, 0.45254]], "lowdin_charge": [-0.030, -0.234, -0.107, 0.047, 0.039, 0.086, 0.069, 0.062, 0.067, 0.220, 0.221, -0.214, -0.225]}

***

Run two
{"formula": "C3H8S2", "method": "ωB97M-V/def2-TZVPD", "total_charge": 0, "elements": ["C", "C", "C", "S", "S", "H", "H", "H", "H", "H", "H", "H", "H"], "xyz": [[1.47942, -0.33957, 2.00227], [2.41986, 0.17717, 1.03436], [-4.56723, 0.04635, -1.30593], [-5.56794, -1.26169, -1.54496], [2.89370, 0.40517, -1.72212], [0.99209, 0.24743, 2.77446], [1.04863, -1.32414, 1.87171], [2.19422, 1.17988, 0.65496], [3.49564, 0.12135, 1.17284], [2.24133, -0.41483, 0.09979], [-4.61394, 0.78029, -0.50005], [-3.83681, 0.19181, -2.11024], [1.82103, 0.19079, -2.42709]], "lowdin_charge": [0.115, -0.305, -0.540, 0.550, 0.287, 0.063, 0.066, 0.056, 0.104, -0.038, 0.001, -0.011, -0.348]}

***

Stability summary - winner: run one; margin: 0.1798 hartree.

***

Run one
{"formula": "C3H8S2", "method": "ωB97M-V/def2-TZVPD", "smiles": "SCCCS", "total_charge": 0, "elements": ["S", "C", "C", "C", "S", "H", "H", "H", "H", "H", "H", "H", "H"], "xyz": [[-1.86523, -1.45804, -0.47311], [-0.08410, -1.64614, -0.41247], [0.78936, -0.41647, -0.56576], [0.34384, 0.60743, 0.50229], [1.36927, 2.17608, 0.58298], [-1.70360, -1.88936, 0.78712], [0.27133, -2.43284, -1.22726], [0.12180, -2.10005, 0.55533], [1.90067, -0.64703, -0.69921], [0.64697, 0.13297, -1.54806], [0.51963, 0.22907, 1.48372], [-0.74182, 0.83071, 0.55580], [0.62565, 3.11906, 1.19036]], "lowdin_charge": [0.713, -0.640, -0.345, -0.579, 0.645, -0.121, 0.110, 0.055, 0.130, 0.114, 0.034, 0.056, -0.173]}

***

Run two
{"formula": "C3H8S2", "method": "ωB97M-V/def2-TZVPD", "smiles": "C=CC.SS", "total_charge": 0, "elements": ["C", "C", "C", "H", "H", "H", "H", "H", "H", "S", "S", "H", "H"], "xyz": [[-0.88755, 1.52623, -0.61853], [-0.85939, 1.08880, -1.88996], [-1.82678, 0.54448, -2.79964], [-0.11240, 1.92514, -0.10456], [-1.73910, 1.34177, -0.07117], [0.03682, 1.18004, -2.54742], [-2.43632, 1.56437, -3.08775], [-1.27380, -0.00381, -3.62318], [-2.44259, -0.26053, -2.39689], [2.40133, -3.06625, 3.67675], [3.84805, -2.34369, 4.88925], [1.42779, -2.36638, 4.18358], [3.86392, -1.13016, 4.38953]], "lowdin_charge": [0.014, -0.296, -0.154, 0.012, 0.027, 0.100, 0.147, 0.085, 0.064, 0.230, 0.226, -0.232, -0.224]}

***

Stability summary - winner: run one; margin: 0.0312 hartree.

***

Run one
{"formula": "C3H8S2", "method": "ωB97M-V/def2-TZVPD", "smiles": "C=CC.SS", "total_charge": 0, "elements": ["C", "C", "C", "H", "H", "H", "H", "H", "H", "S", "S", "H", "H"], "xyz": [[4.20183, -0.96557, -3.37413], [4.03905, -2.24451, -3.64300], [2.87441, -3.12520, -3.21155], [5.15646, -0.57674, -3.72453], [3.72825, -0.39900, -2.58214], [4.52640, -2.70816, -4.49603], [2.01759, -2.87155, -3.85081], [3.00657, -4.18136, -3.47227], [2.59168, -2.84508, -2.20018], [-1.81890, 1.02407, 1.82224], [-3.26378, 2.14311, 2.89707], [-1.96044, -0.00992, 2.65148], [-3.62869, 0.99704, 3.32266]], "lowdin_charge": [-0.030, -0.252, -0.117, 0.050, 0.055, 0.087, 0.072, 0.067, 0.067, 0.233, 0.260, -0.218, -0.275]}

***

Run two
{"formula": "C3H8S2", "method": "ωB97M-V/def2-TZVPD", "smiles": "C=C.CSS", "total_charge": 0, "elements": ["C", "C", "H", "H", "H", "H", "C", "S", "S", "H", "H", "H", "H"], "xyz": [[-1.71563, -0.57765, 0.83848], [-2.34164, 0.45142, 0.28139], [-1.23006, -1.35830, 0.27627], [-1.58729, -0.65475, 1.90871], [-2.58208, 0.49597, -0.77775], [-2.69937, 1.23067, 0.94503], [1.57074, 1.04735, -0.71483], [1.70969, -0.15898, 0.58946], [2.35845, -1.74262, -0.60140], [0.87726, 1.81244, -0.37834], [1.15143, 0.63591, -1.63274], [2.50943, 1.54064, -0.96435], [1.97907, -2.72209, 0.23006]], "lowdin_charge": [-0.114, -0.082, 0.033, 0.046, 0.048, 0.043, -0.527, 0.367, 0.306, 0.026, 0.027, 0.031, -0.203]}

***

Stability summary - winner: run two; margin: 0.0212 hartree.

***

Run one
{"formula": "C3H8S2", "method": "ωB97M-V/def2-TZVPD", "smiles": "C=C.CSS", "total_charge": 0, "elements": ["C", "C", "H", "H", "H", "H", "C", "S", "S", "H", "H", "H", "H"], "xyz": [[-2.13434, 0.14255, -0.44023], [-1.47788, -0.28968, -1.48531], [-2.75057, 1.03026, -0.40200], [-2.24308, -0.55036, 0.39219], [-1.00530, -1.26685, -1.43345], [-1.24823, 0.16373, -2.44166], [1.76626, -0.24457, -0.05702], [1.73400, 1.40068, 0.80193], [0.74227, 1.05278, 2.57054], [1.13985, -0.08653, -0.93259], [1.25149, -0.92357, 0.60361], [2.81553, -0.43548, -0.25175], [1.40999, 0.00703, 3.07574]], "lowdin_charge": [-0.074, -0.107, 0.051, 0.055, 0.047, 0.053, -0.431, 0.324, 0.257, -0.009, 0.011, 0.023, -0.200]}

***

Run two
{"formula": "C3H8S2", "method": "ωB97M-V/def2-TZVPD", "smiles": "C=C.CSS", "total_charge": 0, "elements": ["C", "C", "H", "H", "H", "H", "C", "S", "S", "H", "H", "H", "H"], "xyz": [[-1.40926, 1.78646, 1.37431], [-0.39060, 2.54152, 0.90172], [-2.41113, 2.21679, 1.31688], [-1.21209, 0.76603, 1.70527], [-0.46931, 3.55820, 0.48818], [0.67998, 2.20686, 0.92703], [0.44982, -2.28780, -1.75580], [0.21218, -2.46224, 0.05164], [0.90094, -0.67609, 0.77998], [-0.19214, -1.48853, -2.15094], [0.12785, -3.23518, -2.18124], [1.51575, -2.12004, -1.96231], [2.19800, -0.80599, 0.50527]], "lowdin_charge": [-0.096, -0.109, 0.045, 0.000, 0.043, 0.026, -0.473, 0.348, 0.321, 0.035, 0.021, 0.030, -0.191]}

***

Run three
{"formula": "C3H8S2", "method": "ωB97M-V/def2-TZVPD", "total_charge": 0, "elements": ["C", "C", "C", "S", "S", "H", "H", "H", "H", "H", "H", "H", "H"], "xyz": [[-0.53551, -1.45175, 0.02334], [0.85992, 1.21463, -0.43507], [-0.53117, 0.00501, 0.34586], [2.37254, 0.23538, -0.23612], [-2.02961, 0.74319, -0.22859], [0.47250, -1.86592, 0.10242], [-1.31515, -2.01029, 0.54908], [-0.60419, -1.51288, -1.10258], [0.63107, 1.55666, -1.48415], [0.71479, 2.15561, 0.11724], [-0.49260, 0.16531, 1.44229], [3.28273, 0.93049, 0.58555], [-2.82531, -0.16544, 0.32073]], "lowdin_charge": [-0.216, -0.495, -0.726, 0.629, 0.700, 0.040, 0.078, 0.092, 0.049, 0.041, 0.076, -0.120, -0.146]}

***

Stability summary - winner: run two; margin: 0.0078 hartree.